(1)
Computed, not measured: one molecule with the formula C9H8BFO at a distorted geometry, with ωB97M-V with the def2-TZVPD basis set.

Summary:
- E_tot: -14903.008 eV
- Energy above the lowest of the compared OMol25 structures with the same formula, charge and spin: 0.000 eV
- SMILES: C=CB1O[C@@H](F)c2ccccc21
- Highest occupied orbital energy: -0.3555 Ha
- Charge: 0

Bonds (Å) are listed after each position.
Atoms and positions in Å:
1 H 0.38 -2.50 0.42  C11 1.006
2 B -1.27 -0.08 0.08  O7 1.682, C8 1.540, C14 1.519
3 C 2.28 -1.60 0.21  C4 1.368, C11 1.424, H19 1.074
4 C 2.97 -0.45 -0.04  C3 1.368, H5 1.118, C20 1.423
5 H 4.08 -0.37 -0.08  C4 1.118
6 H 2.74 1.67 -0.46  C20 1.017
7 O -1.22 1.51 -0.48  B2 1.682, C12 1.341
8 C 0.24 -0.38 0.14  B2 1.540, C11 1.396, C17 1.408
9 C -3.72 -0.19 0.05  H13 1.008, C14 1.332, H16 1.159
10 F 0.15 2.94 0.66  C12 1.443
11 C 0.85 -1.62 0.28  H1 1.006, C3 1.424, C8 1.396
12 C 0.04 1.97 -0.41  O7 1.341, F10 1.443, C17 1.517, H18 1.095
13 H -3.88 0.55 -0.61  C9 1.008
14 C -2.58 -0.82 0.32  B2 1.519, C9 1.332, H15 1.003
15 H -2.69 -1.61 0.93  C14 1.003
16 H -4.74 -0.55 0.48  C9 1.159
17 C 0.96 0.79 -0.18  C8 1.408, C12 1.517, C20 1.332
18 H 0.20 2.39 -1.40  C12 1.095
19 H 2.93 -2.45 0.28  C3 1.074
20 C 2.29 0.79 -0.20  C4 1.423, H6 1.017, C17 1.332

***

(2)
Computed, not measured: one molecule with the formula C9H8BrNO2S3, with ωB97M-V with the def2-TZVPD basis set.

Summary:
- E_tot: -117594.906 eV
- SMILES: O=S(=O)(NCc1cccs1)c1ccc(Br)s1
- Highest occupied orbital energy: -0.3279 Ha
- Charge: 0

Bonds (Å) are listed after each position.
Atoms and positions in Å:
1 C -3.51 0.15 -0.26  C7 1.363, Br8 1.869, S18 1.735
2 H -0.73 -0.39 -1.99  C5 1.074
3 C 3.15 -1.57 -0.51  S13 1.715, C15 1.357, H22 1.072
4 H 0.34 2.56 1.77  N10 1.007
5 C -1.48 -0.01 -1.33  H2 1.074, C7 1.411, C20 1.360
6 C 0.99 -1.52 0.28  H12 1.076, C15 1.412, C19 1.362
7 C -2.79 -0.53 -1.19  C1 1.363, C5 1.411, H23 1.075
8 Br -5.27 -0.19 0.25  C1 1.869
9 H 1.34 0.63 2.76  C24 1.095
10 N 0.74 1.84 1.20  H4 1.007, S17 1.657, C24 1.453
11 H -0.21 0.13 2.03  C24 1.102
12 H -0.03 -1.86 0.40  C6 1.076
13 S 3.16 -0.19 0.51  C3 1.715, C19 1.725
14 H 1.72 -3.06 -1.11  C15 1.075
15 C 1.94 -2.18 -0.53  C3 1.357, C6 1.412, H14 1.075
16 O -0.09 3.38 -0.53  S17 1.429
17 S 0.25 2.00 -0.38  N10 1.657, O16 1.429, C20 1.781, O21 1.425
18 S -2.61 1.45 0.46  C1 1.735, C20 1.719
19 C 1.50 -0.43 0.91  C6 1.362, S13 1.725, C24 1.489
20 C -1.25 1.04 -0.50  C5 1.360, S17 1.781, S18 1.719
21 O 1.19 1.40 -1.26  S17 1.425
22 H 4.04 -1.84 -1.03  C3 1.072
23 H -3.17 -1.37 -1.75  C7 1.075
24 C 0.79 0.52 1.81  H9 1.095, N10 1.453, H11 1.102, C19 1.489

***

(3)
Computed, not measured: a 2-piece molecular cluster, C9H8Cl2O overall at a distorted geometry, with ωB97M-V with the def2-TZVPD basis set.

Summary:
- E_tot: -36551.507 eV
- SMILES: O=C1CC=C(Cl)C=C1Cl.C#CC
- Highest occupied orbital energy: -0.3237 Ha
- Charge: 0

Bonds (Å) are listed after each position.
Atoms and positions in Å:
1 H 0.22 1.12 -2.86  C8 1.055
2 C -0.99 0.63 0.33  Cl4 1.653, C5 1.486, C12 1.374
3 C 1.01 -1.62 1.90  H11 1.014, C13 1.206
4 Cl -1.91 -0.43 1.20  C2 1.653
5 C -0.45 0.23 -1.00  C2 1.486, C8 1.566, O17 1.214
6 H 0.84 3.33 -1.83  C16 1.054
7 H -0.82 -3.11 -0.01  C18 1.112
8 C 0.41 1.24 -1.83  H1 1.055, C5 1.566, H15 1.058, C16 1.452
9 H -1.04 2.21 1.75  C12 1.047
10 H -0.18 -4.43 1.24  C18 1.173
11 H 1.20 -0.80 2.46  C3 1.014
12 C -0.66 1.87 0.84  C2 1.374, H9 1.047, C14 1.421
13 C 0.63 -2.57 1.27  C3 1.206, C18 1.431
14 C -0.09 2.85 -0.01  C12 1.421, C16 1.373, Cl20 1.791
15 H 1.41 1.00 -1.56  C8 1.058
16 C 0.31 2.59 -1.30  H6 1.054, C8 1.452, C14 1.373
17 O -0.59 -0.91 -1.40  C5 1.214
18 C 0.07 -3.60 0.45  H7 1.112, H10 1.173, C13 1.431, H19 1.066
19 H 0.66 -4.11 -0.28  C18 1.066
20 Cl -0.01 4.52 0.62  C14 1.791

***

no.,LUMO energy (eV)
1,-0.45
2,0.13
3,-0.78